1.
This record from OMol25 describes a structure of composition C33H40N4O2Ti. The level of theory is ωB97M-V/def2-TZVPD.

## Properties
LUMO   -0.4709 hartree
Highest occupied orbital energy   -19.537 eV

Structure (ORCA input):
```
! wB97M-V def2-TZVPD RIJCOSX def2/J DEFGRID3
* xyz 4 1
Ti 0.44 0.00 0.49
C 3.53 -5.77 -2.47
C 2.88 -4.72 -1.63
C 2.42 -4.98 -0.34
C 1.80 -4.02 0.47
C 1.33 -4.47 1.75
N 0.87 -3.70 2.68
C 0.28 -4.13 3.95
C -0.54 -2.99 4.53
C -1.66 -2.55 3.56
N -2.55 -1.56 4.18
C -2.27 -0.36 4.55
C -1.06 0.43 4.44
C -0.84 1.22 5.59
C 0.30 1.98 5.80
C 0.52 2.76 7.06
C 1.21 2.03 4.75
C 0.98 1.36 3.54
C 1.81 1.76 2.43
N 1.67 1.50 1.16
C 2.44 2.42 0.28
C 2.96 1.83 -1.02
C 1.82 1.23 -1.85
N 1.47 -0.07 -1.26
C 2.02 -1.10 -1.84
C 2.08 -2.43 -1.32
C 2.69 -3.43 -2.09
C 1.63 -2.70 -0.01
O 1.06 -1.73 0.71
C -0.13 0.50 3.37
O -0.27 -0.08 2.18
H 3.71 -6.69 -1.92
H 4.48 -5.42 -2.87
H 2.90 -6.01 -3.33
H 2.53 -5.99 0.05
H 1.35 -5.54 1.95
H 0.90 -2.70 2.50
H 1.07 -4.40 4.65
H -0.33 -5.01 3.79
H 0.12 -2.14 4.75
H -0.98 -3.32 5.47
H -2.26 -3.41 3.28
H -1.23 -2.12 2.66
H -3.46 -1.91 4.44
H -3.05 0.11 5.14
H -1.59 1.20 6.37
H -0.01 2.32 7.91
H 0.14 3.78 6.94
H 1.57 2.83 7.31
H 2.09 2.65 4.85
H 2.57 2.49 2.71
H 3.27 2.84 0.84
H 1.76 3.25 0.03
H 3.72 1.07 -0.82
H 3.44 2.63 -1.58
H 2.14 1.11 -2.88
H 0.97 1.90 -1.83
H 2.52 -0.95 -2.79
H 3.02 -3.18 -3.10
C -1.33 2.30 -4.10
C -1.35 1.96 -2.65
C -1.36 2.97 -1.68
C -1.47 2.69 -0.32
C -1.63 3.80 0.67
C -1.56 1.34 0.08
C -1.55 0.30 -0.88
C -1.95 -1.12 -0.50
C -1.41 0.63 -2.23
H -2.35 2.53 -4.43
H -0.98 1.47 -4.72
H -0.73 3.18 -4.31
H -1.34 4.01 -2.00
H -2.62 4.25 0.56
H -0.92 4.60 0.48
H -1.53 3.46 1.70
H -2.00 1.16 1.06
H -2.84 -1.39 -1.07
H -2.21 -1.21 0.55
H -1.19 -1.87 -0.77
H -1.45 -0.16 -2.98
*
```

---

2.
This record from OMol25 describes a structure of composition C7H13N2 at a distorted geometry. The level of theory is ωB97M-V/def2-TZVPD.

## Properties
LUMO   -0.1571 hartree
ΔE to the lowest compared entry with this formula, charge and spin   271.4 kJ/mol
Highest occupied orbital energy   -13.316 eV

Structure (ORCA input):
```
! wB97M-V def2-TZVPD RIJCOSX def2/J DEFGRID3
* xyz 1 1
C 0.89 -0.76 0.48
C 1.54 -1.06 -0.78
C 1.82 0.05 1.09
C 2.63 -0.29 -0.93
C -2.41 0.73 -1.18
C -1.04 0.78 -0.48
C -0.98 -0.43 0.48
N 2.83 0.30 0.23
N -1.60 -0.29 1.70
H 0.69 -1.58 1.06
H 1.02 -1.71 -1.57
H 1.87 0.50 2.09
H 3.19 -0.17 -1.81
H -2.33 0.07 -2.11
H -3.21 0.34 -0.48
H -2.73 1.73 -1.40
H -0.92 1.83 -0.04
H -0.29 0.73 -1.33
H -1.08 -1.38 0.01
H 3.54 1.00 0.48
H -1.78 -1.08 2.39
H -1.66 0.68 2.11
*
```

---

3.
This record from OMol25 describes a cluster of 2 separate species, C6H12O in total at a distorted geometry. The level of theory is ωB97M-V/def2-TZVPD.

## Properties
LUMO (alpha / beta)   -0.1688 / -0.3261 hartree
ΔE to the lowest compared entry with this formula, charge and spin   194.0 kJ/mol
Expectation value of S²   0.76
Highest occupied orbital energy (alpha / beta)   -14.124 / -13.996 eV

Structure (ORCA input):
```
! wB97M-V def2-TZVPD RIJCOSX def2/J DEFGRID3
* xyz 1 2
C 1.95 0.13 0.14
C 0.68 0.73 0.57
C 0.15 0.55 1.81
C -0.02 1.62 -0.42
C -1.30 1.15 -1.04
C -1.90 1.85 -2.01
H 1.83 -0.10 -0.92
H 2.11 -0.87 0.60
H 2.78 0.81 0.35
H 0.69 0.12 2.65
H -0.69 1.04 2.29
H -0.31 2.58 -0.03
H 0.69 2.00 -1.16
H -1.61 0.17 -0.71
H -1.63 2.81 -2.41
H -2.77 1.39 -2.45
H 0.16 -4.24 1.56
H -0.41 -4.39 0.10
O 0.25 -4.71 0.73
*
```

---

4.
This record from OMol25 describes a cluster of 3 separate species, C3H6Cl6 in total. The level of theory is ωB97M-V/def2-TZVPD.

## Properties
LUMO   0.0239 hartree
ΔE to the lowest compared entry with this formula, charge and spin   0.0 kJ/mol
Highest occupied orbital energy   -10.809 eV
SMILES string   ClCCl.ClCCl.ClCCl

Structure (ORCA input):
```
! wB97M-V def2-TZVPD RIJCOSX def2/J DEFGRID3
* xyz 0 1
C 8.01 -2.59 -7.07
Cl 6.47 -3.33 -7.54
Cl 9.27 -3.80 -6.86
H 8.32 -1.92 -7.86
H 7.86 -2.08 -6.13
C 8.55 -5.46 -9.89
Cl 9.22 -3.93 -10.45
Cl 9.80 -6.70 -9.69
H 8.09 -5.29 -8.93
H 7.83 -5.81 -10.62
C 4.57 -6.03 -12.85
Cl 3.73 -5.19 -14.15
Cl 5.31 -4.90 -11.70
H 3.85 -6.64 -12.32
H 5.36 -6.63 -13.28
*
```

---

5.
This record from OMol25 describes a cluster of 8 separate species, C20H34Cl4F2O18 in total at a distorted geometry. The level of theory is ωB97M-V/def2-TZVPD.

## Properties
LUMO   0.0032 hartree
ΔE to the lowest compared entry with this formula, charge and spin   0.0 kJ/mol
Highest occupied orbital energy   -10.908 eV
SMILES string   O=C1OC[C@@H](F)O1.O=C1OC[C@@H](F)O1.COC(=O)OC.COC(=O)OC.COC(=O)OC.COC(=O)OC.ClCCl.ClCCl

Structure (ORCA input):
```
! wB97M-V def2-TZVPD RIJCOSX def2/J DEFGRID3
* xyz 0 1
C -1.51 2.02 -0.13
O -1.54 2.92 -1.23
C -1.41 4.21 -0.87
O -1.45 4.61 0.25
O -1.22 4.93 -1.97
C -1.28 6.35 -1.82
H -1.16 1.08 -0.54
H -2.45 2.01 0.41
H -0.72 2.28 0.59
H -0.37 6.67 -1.32
H -2.14 6.62 -1.21
H -1.44 6.77 -2.80
C -0.12 -5.71 -0.06
O 0.07 -4.95 -1.27
C -0.62 -5.33 -2.34
O -1.28 -6.33 -2.45
O -0.45 -4.40 -3.28
C -1.05 -4.67 -4.55
H 0.87 -5.73 0.39
H -0.44 -6.72 -0.28
H -0.85 -5.21 0.57
H -1.00 -5.73 -4.80
H -0.56 -4.06 -5.29
H -2.11 -4.39 -4.50
C -2.44 -2.46 4.85
O -3.67 -1.90 4.42
C -3.64 -1.11 3.35
O -2.68 -0.85 2.67
O -4.87 -0.65 3.16
C -5.04 0.23 2.05
H -2.60 -3.53 5.03
H -2.14 -2.00 5.79
H -1.65 -2.33 4.12
H -5.15 -0.33 1.12
H -4.17 0.88 1.92
H -5.91 0.85 2.23
C 4.07 1.72 4.85
O 2.66 1.71 5.04
C 1.94 1.63 3.94
O 2.38 1.63 2.81
O 0.66 1.54 4.27
C -0.27 1.42 3.19
H 4.41 0.73 4.52
H 4.52 1.90 5.82
H 4.36 2.48 4.13
H 0.16 0.91 2.33
H -0.61 2.42 2.91
H -1.12 0.83 3.52
C 0.53 -0.95 -3.94
C 0.03 0.49 -3.77
O -1.23 0.49 -4.35
C -1.53 -0.73 -4.87
O -2.53 -1.00 -5.44
O -0.53 -1.60 -4.63
F 0.85 1.33 -4.50
H 0.81 -1.45 -3.02
H 1.39 -0.88 -4.61
H 0.00 0.90 -2.77
C 2.22 2.87 -0.31
C 3.65 2.64 0.19
O 4.05 3.91 0.65
C 3.01 4.78 0.59
O 3.04 5.88 1.01
O 1.94 4.22 -0.02
F 4.49 2.26 -0.82
H 1.50 2.19 0.16
H 2.23 2.63 -1.38
H 3.73 1.92 1.00
C -0.24 -1.94 0.26
Cl 1.03 -0.67 0.35
Cl -1.17 -1.82 -1.22
H 0.31 -2.87 0.33
H -0.86 -1.80 1.13
C 3.71 -2.82 -2.01
Cl 2.95 -3.58 -0.59
Cl 3.71 -1.05 -2.05
H 4.75 -3.09 -1.99
H 3.17 -3.20 -2.87
*
```

---

6.
This record from OMol25 describes a cluster of 2 separate species, C6H12O2 in total at a distorted geometry. The level of theory is ωB97M-V/def2-TZVPD.

## Properties
LUMO   0.0249 hartree
ΔE to the lowest compared entry with this formula, charge and spin   181.1 kJ/mol
Highest occupied orbital energy   -10.020 eV
SMILES string   CCC=O.CCC=O

Structure (ORCA input):
```
! wB97M-V def2-TZVPD RIJCOSX def2/J DEFGRID3
* xyz 0 1
O 2.52 -1.08 -2.94
C 2.15 0.00 -2.45
C -0.25 -0.86 -1.76
C 0.74 0.29 -1.92
H 2.88 0.85 -2.46
H -1.26 -0.48 -1.56
H 0.05 -1.52 -0.93
H -0.27 -1.45 -2.69
H 0.28 0.96 -2.67
H 0.74 0.82 -0.95
O -2.47 0.90 2.98
C -1.56 1.43 2.39
C -0.46 -0.91 1.98
C -0.36 0.59 1.83
H -1.47 2.53 2.23
H -0.37 -1.28 3.02
H 0.34 -1.37 1.38
H -1.43 -1.22 1.58
H 0.60 1.00 2.21
H -0.39 0.78 0.74
*
```

---

7.
This record from OMol25 describes a structure of composition C4H5NO2 at a distorted geometry. The level of theory is ωB97M-V/def2-TZVPD.

## Properties
LUMO   0.0242 hartree
ΔE to the lowest compared entry with this formula, charge and spin   318.5 kJ/mol
Highest occupied orbital energy   -8.561 eV

Structure (ORCA input):
```
! wB97M-V def2-TZVPD RIJCOSX def2/J DEFGRID3
* xyz 0 1
C -0.49 -1.50 -0.37
C -0.08 -1.47 1.05
C -0.37 2.28 -0.08
C 0.62 -0.89 -0.67
N 0.43 2.45 -0.92
O -1.02 1.80 0.74
O 1.16 -0.95 0.51
H -1.48 -1.49 -0.73
H -0.09 -2.33 1.79
H 1.23 -0.59 -1.53
H -0.54 -0.61 1.57
H 0.62 3.31 -1.35
*
```